{"formula": "C3H6F3NOS", "method": "ωB97M-V with the def2-TZVPD basis set", "e_above_lowest_kcal_mol": 59.5, "e_tot_ev": -25727.8382, "multiplicity": 1, "smiles": "CN=[S@](C)(=O)C(F)(F)F", "gap_ha": [0.27370, 0.29463], "symbols": ["C", "C", "C", "N", "O", "F", "F", "F", "S", "H", "H", "H", "H", "H", "H"], "positions_angstrom": [[0.848, 2.469, 0.612], [-1.143, -1.016, 1.080], [-0.231, -1.514, -1.748], [-0.227, 1.539, 0.748], [1.611, -0.838, 0.318], [0.943, -1.579, -2.466], [-1.109, -0.811, -2.532], [-0.611, -2.729, -1.590], [0.227, -0.329, -0.015], [1.111, 2.765, -0.364], [1.722, 1.956, 0.974], [0.710, 3.293, 1.205], [-1.424, -0.067, 1.542], [-1.907, -1.528, 0.545], [-0.519, -1.609, 1.691]], "forces_ev_per_a": [[0.948, -3.320, -0.243], [1.811, 1.920, -0.949], [2.043, 2.713, -1.521], [-0.136, -1.379, -1.057], [-2.614, 0.871, -0.220], [-0.998, 0.394, 0.919], [0.456, -0.822, 1.064], [-1.038, -1.166, 0.698], [0.275, -0.034, 0.189], [-0.207, 0.586, -1.553], [0.991, 0.021, 0.361], [-0.862, 2.135, 1.481], [-0.402, -0.551, 0.193], [-0.402, -0.378, -0.443], [0.135, -0.991, 1.081]], "lowdin_charge": [-0.237, -0.157, -0.612, -0.114, -0.460, 0.066, 0.074, 0.175, 0.975, 0.068, 0.061, 0.054, 0.025, 0.046, 0.037]}

---

{"formula": "C3H6FHfNO4S", "method": "ωB97M-V with the def2-TZVPD basis set", "e_tot_ev": -27679.6612, "multiplicity": 1, "total_charge": 4, "gap_ha": 0.07814, "symbols": ["C", "C", "O", "O", "C", "N", "S", "O", "O", "F", "H", "H", "H", "H", "H", "H", "Hf"], "positions_angstrom": [[-1.111, 0.446, 2.302], [-0.406, -0.481, 1.188], [-0.288, -1.701, 1.426], [0.127, 0.056, -0.028], [-0.253, -0.731, -1.198], [0.324, -0.002, -2.410], [1.996, 0.362, -2.238], [2.200, 1.743, -1.624], [2.557, 0.494, -3.658], [2.860, -0.815, -1.482], [-1.726, -0.274, 3.006], [-1.846, 1.217, 1.874], [-0.371, 1.028, 2.961], [0.114, -1.811, -1.196], [-1.392, -0.690, -1.310], [-0.164, 0.935, -2.380], [-2.622, 0.224, 4.767]], "forces_ev_per_a": [[0.039, 1.769, -0.215], [0.605, -4.770, 1.230], [-0.685, 5.138, -1.111], [-1.238, -0.210, 0.879], [-1.282, -1.987, -0.392], [2.012, 0.941, 3.772], [2.882, 0.782, -0.964], [-0.289, -3.809, -1.794], [-1.351, -0.017, 3.209], [-3.243, 3.153, -1.948], [0.873, -0.164, -1.370], [1.062, -1.124, 0.296], [-0.578, -0.882, -1.170], [-0.296, 1.430, 0.196], [1.586, -0.153, -0.204], [0.317, -0.148, -1.271], [-0.414, 0.051, 0.857]], "lowdin_charge": [-0.012, -0.292, 0.223, -0.026, -0.101, 0.133, 0.992, 0.089, 0.137, -0.006, -0.049, 0.132, 0.127, 0.190, 0.201, 0.200, 2.062]}

---

{"formula": "C3H6FIO", "method": "ωB97M-V with the def2-TZVPD basis set", "e_above_lowest_kcal_mol": 3.8, "e_tot_ev": -16073.2079, "multiplicity": 1, "smiles": "CCC(=O)I.F", "gap_ha": 0.35594, "symbols": ["C", "C", "C", "O", "F", "I", "H", "H", "H", "H", "H", "H"], "positions_angstrom": [[1.322, -0.784, -0.371], [0.198, -0.314, 0.585], [-0.927, -0.050, -0.258], [-1.026, 0.888, -1.023], [-1.168, 2.476, 0.730], [-2.742, -1.413, -0.089], [1.749, 0.061, -0.904], [2.102, -1.113, 0.280], [0.945, -1.579, -1.001], [0.099, -1.114, 1.422], [0.534, 0.732, 0.872], [-1.086, 2.210, -0.243]], "forces_ev_per_a": [[-0.134, 0.291, 0.478], [2.073, -0.318, 1.601], [-2.962, 1.253, -1.693], [0.136, -2.313, 0.429], [0.216, 0.098, -2.102], [1.159, 0.597, -0.117], [-0.335, -0.091, -0.485], [0.604, -0.653, 0.186], [0.357, -0.148, -0.316], [-0.309, 1.882, -1.428], [-0.575, -1.340, 0.591], [-0.230, 0.741, 2.856]], "lowdin_charge": [-0.076, -0.264, -0.760, -0.034, -0.158, 0.678, 0.086, 0.069, 0.082, 0.147, 0.144, 0.087]}

---

{"formula": "C3H6FN", "method": "ωB97M-V with the def2-TZVPD basis set", "e_above_lowest_kcal_mol": 32.5, "e_tot_ev": -7413.4538, "multiplicity": 1, "smiles": "C=C(F)CN", "gap_ha": 0.36677, "symbols": ["C", "C", "C", "H", "H", "H", "H", "H", "H", "N", "F"], "positions_angstrom": [[0.801, -0.682, 0.103], [-0.514, 0.035, -0.054], [-0.995, 1.320, 0.065], [2.487, 0.508, 0.941], [1.902, 0.823, -0.839], [1.034, -1.467, -0.668], [0.869, -1.029, 1.125], [-2.077, 1.314, 0.220], [-0.437, 2.192, -0.114], [1.946, 0.218, -0.120], [-1.461, -0.879, -0.056]], "forces_ev_per_a": [[1.858, 1.726, -2.046], [-0.354, 2.507, 0.873], [0.497, -3.529, -0.507], [-2.350, -0.493, -4.988], [-0.095, 2.816, -2.335], [-1.356, 0.106, 0.986], [-0.178, -0.538, -0.015], [0.352, 0.471, -0.341], [0.667, 0.847, 0.271], [2.486, -2.248, 8.006], [-1.528, -1.665, 0.096]], "lowdin_charge": [-0.230, -0.371, 0.084, 0.192, -0.008, 0.127, 0.115, 0.066, 0.030, -0.045, 0.039]}

---

{"formula": "C3H6FN2", "method": "ωB97M-V with the def2-TZVPD basis set", "e_above_lowest_kcal_mol": 26.2, "e_tot_ev": -8897.5644, "multiplicity": 1, "total_charge": 1, "smiles": "[NH2+]=CC/N=C/F", "gap_ha": 0.39358, "symbols": ["C", "C", "C", "N", "N", "F", "H", "H", "H", "H", "H", "H"], "positions_angstrom": [[-0.146, 1.739, 0.849], [-0.077, 0.152, -0.890], [-0.126, -1.278, -0.669], [0.394, 0.713, 0.398], [0.247, -1.690, 0.504], [0.241, 2.237, 2.007], [0.613, 0.377, -1.628], [-0.815, 0.740, -1.407], [-0.494, -1.858, -1.495], [-0.795, 2.420, 0.442], [0.435, -0.898, 1.170], [0.522, -2.653, 0.720]], "forces_ev_per_a": [[1.960, -0.133, 1.172], [-0.006, 1.819, 2.862], [-0.350, -0.305, 0.894], [-0.586, 0.136, -0.730], [-0.031, -0.186, -1.128], [0.163, -0.491, 0.217], [2.552, -0.257, -1.523], [-1.717, -0.453, 0.332], [0.392, -0.990, 0.048], [-2.030, 1.252, -1.497], [0.310, -0.684, -0.534], [-0.658, 0.294, -0.115]], "lowdin_charge": [-0.174, -0.133, 0.015, 0.058, 0.234, 0.116, 0.131, 0.151, 0.158, 0.129, 0.143, 0.172]}

---

{"formula": "C3H6FN2O", "method": "ωB97M-V with the def2-TZVPD basis set", "e_above_lowest_kcal_mol": 5.1, "e_tot_ev": -10945.1041, "multiplicity": 1, "total_charge": 1, "gap_ha": 0.41395, "symbols": ["C", "C", "C", "N", "N", "O", "F", "H", "H", "H", "H", "H", "H"], "positions_angstrom": [[-2.240, -0.352, 0.409], [1.587, 0.276, -0.499], [0.941, 1.286, 0.129], [-2.973, 0.426, 0.826], [1.082, -1.113, -0.596], [-1.500, -1.141, -0.045], [1.464, 2.478, 0.273], [2.509, 0.459, -0.925], [-0.065, 1.166, 0.489], [-3.467, 0.970, 1.519], [1.357, -1.743, 0.220], [1.404, -1.608, -1.458], [-0.100, -1.103, -0.345]], "forces_ev_per_a": [[0.208, -0.354, 0.248], [-1.608, 0.734, 1.396], [0.281, -2.322, -1.114], [-1.673, 1.905, 1.056], [-1.918, -0.452, 1.990], [1.000, -1.256, -0.804], [0.077, -0.036, -0.146], [1.872, 0.105, -0.756], [-0.214, 0.297, 0.432], [0.178, -0.315, -0.384], [0.298, 1.162, -1.201], [-0.753, 0.665, 0.677], [2.252, -0.133, -1.394]], "lowdin_charge": [-0.362, -0.044, -0.113, 0.311, 0.124, 0.126, 0.106, 0.102, 0.105, 0.145, 0.187, 0.176, 0.138]}

---

{"formula": "C3H6FN3", "method": "ωB97M-V with the def2-TZVPD basis set", "e_above_lowest_kcal_mol": 53.0, "e_tot_ev": -10393.3149, "multiplicity": 1, "smiles": "N/C=C(F)\\C=N/N", "gap_ha": 0.32425, "symbols": ["C", "C", "C", "H", "H", "H", "H", "H", "H", "N", "N", "N", "F"], "positions_angstrom": [[0.413, -0.913, 0.773], [-0.881, -0.448, 0.669], [-1.479, 0.122, -0.466], [1.478, -0.290, -0.822], [2.459, -1.023, 0.399], [0.382, -1.576, 1.712], [-2.352, -0.465, -1.028], [0.612, 2.449, -1.058], [0.270, 1.532, 0.307], [1.472, -0.858, -0.012], [-0.882, 1.000, -1.254], [0.328, 1.453, -0.706], [-1.820, -0.983, 1.487]], "forces_ev_per_a": [[-3.403, -1.258, 3.412], [1.607, -0.788, -0.328], [-0.668, 0.413, -4.837], [-0.247, 0.720, -0.557], [-2.661, 0.251, -0.859], [0.997, 0.904, -1.411], [1.523, 1.634, 1.719], [-1.158, -2.564, 0.455], [0.037, -0.184, 0.212], [3.889, -0.997, 0.780], [-0.458, -0.899, 1.620], [0.575, 3.117, -1.125], [-0.035, -0.350, 0.920]], "lowdin_charge": [-0.171, -0.354, -0.158, 0.058, 0.154, 0.156, 0.157, 0.130, 0.069, 0.075, -0.040, -0.082, 0.007]}

---

{"formula": "C3H6FN3S", "method": "ωB97M-V with the def2-TZVPD basis set", "e_above_lowest_kcal_mol": 51.1, "e_tot_ev": -21227.6170, "multiplicity": 1, "smiles": "N/N=C\\C(CF)=N\\S", "gap_ha": 0.30934, "symbols": ["C", "C", "C", "H", "H", "H", "H", "H", "H", "N", "N", "N", "F", "S"], "positions_angstrom": [[1.450, 0.743, 0.002], [0.102, 0.386, 0.054], [-1.002, 1.421, 0.175], [1.140, -1.812, 0.542], [2.941, -2.129, 0.205], [1.712, 1.757, -0.147], [-1.277, 1.592, 1.337], [-1.983, 1.236, -0.454], [-1.577, -2.568, 0.098], [2.175, -1.432, -0.022], [2.490, -0.126, -0.084], [-0.249, -0.894, 0.011], [-0.428, 2.722, -0.124], [-1.957, -1.295, -0.074]], "forces_ev_per_a": [[3.033, -1.803, -0.589], [-2.811, -2.157, -0.040], [-0.464, 2.218, 1.724], [3.322, 2.148, -2.451], [-0.607, 1.955, -0.655], [0.245, 0.733, 0.096], [0.298, -0.947, -2.629], [2.227, 0.440, 1.085], [-0.582, -0.093, -0.127], [-1.649, -2.229, 2.571], [-2.417, -0.199, 0.716], [-0.854, 1.521, 0.161], [-0.996, -1.464, -0.215], [1.256, -0.124, 0.353]], "lowdin_charge": [-0.129, -0.396, -0.152, 0.182, 0.102, 0.090, 0.170, 0.114, -0.145, -0.058, -0.016, -0.375, -0.115, 0.727]}

---

{"formula": "C3H6FNO", "method": "ωB97M-V with the def2-TZVPD basis set", "e_above_lowest_kcal_mol": 61.6, "e_tot_ev": -9461.1242, "multiplicity": 1, "gap_ha": 0.38421, "symbols": ["C", "C", "C", "N", "O", "F", "H", "H", "H", "H", "H", "H"], "positions_angstrom": [[-0.272, 0.387, -0.281], [1.665, -0.181, 0.953], [-1.922, -0.555, -0.775], [-0.095, 1.520, -0.742], [0.358, -0.478, 0.487], [-1.955, -1.689, -0.063], [2.386, -0.250, 0.134], [1.891, -0.940, 1.702], [1.715, 0.812, 1.409], [-1.818, -0.749, -1.835], [-2.720, 0.120, -0.494], [0.767, 2.002, -0.495]], "forces_ev_per_a": [[-4.384, -2.884, -1.220], [0.333, 0.130, 0.141], [3.695, 2.520, 0.938], [0.465, 0.955, -0.191], [0.246, -0.116, 0.249], [-0.168, -0.641, 0.281], [-0.044, 0.059, 0.033], [0.002, 0.143, -0.102], [-0.028, -0.085, -0.038], [-0.077, 0.016, -0.113], [-0.108, 0.061, -0.064], [0.067, -0.158, 0.086]], "lowdin_charge": [-0.384, -0.060, -0.068, 0.133, -0.082, -0.040, 0.096, 0.094, 0.090, 0.085, 0.084, 0.051]}

---

{"formula": "C3H6FNO2", "method": "ωB97M-V with the def2-TZVPD basis set", "e_above_lowest_kcal_mol": 90.3, "e_tot_ev": -11507.3775, "multiplicity": 1, "smiles": "C[C@]1(O)ON[C@H]1F", "gap_ha": 0.37099, "symbols": ["C", "C", "C", "N", "O", "O", "F", "H", "H", "H", "H", "H", "H"], "positions_angstrom": [[-1.064, 0.326, -0.638], [0.255, 0.116, 0.326], [1.600, 0.064, -0.344], [-1.231, -1.216, -0.448], [-0.223, -1.205, 0.615], [0.357, 0.924, 1.392], [-2.245, 0.931, -0.207], [-0.865, 0.611, -1.653], [1.975, 0.975, -0.675], [1.831, -0.619, -1.114], [2.054, -0.162, 0.661], [-1.973, -1.649, 0.193], [-0.471, 0.905, 1.891]], "forces_ev_per_a": [[-0.817, -3.279, 1.674], [-2.814, -0.175, -2.713], [-0.103, -0.480, 3.013], [0.225, 0.265, 0.959], [1.177, 0.317, 0.359], [-0.077, 0.567, 1.174], [1.360, 0.396, 0.154], [-0.146, 0.132, -0.483], [0.353, 2.018, -0.252], [-0.418, -1.332, -0.435], [1.075, -0.228, -1.442], [0.141, 1.771, -1.929], [0.046, 0.027, -0.076]], "lowdin_charge": [-0.138, -0.588, 0.028, 0.054, -0.102, 0.079, -0.008, 0.131, 0.066, 0.082, 0.123, 0.144, 0.129]}